# 1
Entry from OMol25: C20H23BrN6PPd as an isolated structure (wB97M-V/def2-TZVPD).

As for the largest force on an atom: 1.93 eV/Å. For the energy relative to the best compared isomer or geometry (same formula, charge and spin), the calculation gives 0.00 kcal/mol. The frontier orbital gap is 7.182 eV. The HOMO energy is -10.98 eV. As for the net charge: +1.

The geometry in XYZ format:
```
52
C20H23BrN6PPd, DFT wB97M-V/def2-TZVPD
Pd -0.790 -0.606 -0.958
Br -2.116 -0.172 1.440
C -1.371 1.572 1.390
C -1.535 2.357 2.490
C -1.064 3.688 2.469
C -0.484 4.190 1.344
C -0.304 3.386 0.192
C 0.277 3.929 -0.984
C 0.452 3.168 -2.096
C 0.106 1.792 -2.079
C -0.454 1.257 -0.960
C -0.718 2.026 0.211
H -2.041 1.972 3.364
H -1.192 4.308 3.346
H -0.155 5.221 1.310
H 0.572 4.971 -0.980
H 0.886 3.592 -2.992
H 0.303 1.179 -2.948
C 3.709 -2.787 0.739
N 2.588 -2.700 1.678
C 2.825 -1.581 2.594
N 3.051 -0.306 1.914
C 4.157 -0.461 0.969
N 3.955 -1.546 0.008
C 2.885 -1.253 -0.939
P 1.281 -1.036 -0.048
C 1.312 -2.577 0.984
C 1.841 0.157 1.245
H 3.523 -3.595 0.030
H 4.607 -3.026 1.310
H 3.710 -1.814 3.186
H 1.972 -1.483 3.267
H 5.061 -0.678 1.537
H 4.302 0.476 0.429
H 2.793 -2.067 -1.660
H 3.111 -0.342 -1.496
H 1.152 -3.453 0.351
H 0.494 -2.532 1.705
H 1.036 0.285 1.972
H 2.016 1.129 0.777
N -5.183 -3.339 -1.915
C -4.630 -2.106 -1.958
C -3.238 -1.912 -1.955
N -2.717 -0.695 -2.038
C -3.545 0.351 -2.116
C -4.914 0.144 -2.082
N -5.458 -1.060 -1.992
H -4.628 -4.173 -1.889
H -6.184 -3.416 -1.936
H -2.555 -2.755 -1.912
H -3.106 1.334 -2.208
H -5.596 0.986 -2.113
```

***

# 2
Entry from OMol25: a 10-piece molecular cluster, C42H44BF4O24 overall (wB97M-V/def2-TZVPD).

As for the largest force on an atom: 10.51 eV/Å. For the energy relative to the best compared isomer or geometry (same formula, charge and spin), the calculation gives 18.59 kcal/mol. The frontier orbital gap is 5.886 eV. The HOMO energy is -6.75 eV. As for the net charge: -1.

The geometry in XYZ format:
```
115
C42H44BF4O24, DFT wB97M-V/def2-TZVPD
B -0.682 0.292 0.047
F -0.650 -0.273 1.348
F -2.048 0.128 -0.457
F -0.347 1.601 0.060
F 0.262 -0.365 -0.749
C 2.675 0.731 -5.410
C 3.742 1.704 -5.826
C 4.740 2.402 -4.899
O 5.566 3.218 -5.242
C 4.582 1.969 -3.561
C 3.516 0.890 -3.110
C 2.525 0.433 -3.987
O 1.592 -0.322 -3.690
O 3.459 0.521 -1.763
O 4.000 2.004 -7.193
H 2.182 0.443 -6.284
H 5.277 2.386 -2.745
H 2.689 -0.115 -1.725
H 4.867 2.563 -7.108
C -0.159 2.573 -6.098
C -1.066 1.359 -6.144
C -1.627 0.828 -4.882
O -2.453 -0.090 -4.792
C -1.209 1.448 -3.627
C -0.231 2.647 -3.623
C 0.207 3.294 -4.837
O 0.983 4.211 -4.846
O 0.238 3.078 -2.381
O -1.588 0.754 -7.316
H 0.089 2.989 -6.921
H -1.381 0.944 -2.781
H 0.009 2.584 -1.718
H -2.278 0.035 -6.936
C 0.482 -5.183 -1.776
C 0.807 -3.648 -1.620
C 2.287 -3.161 -1.451
O 2.537 -2.017 -1.555
C 3.243 -4.265 -1.126
C 2.780 -5.788 -1.124
C 1.466 -6.117 -1.675
O 1.296 -7.298 -2.025
O 3.469 -6.725 -0.484
O -0.126 -2.739 -1.798
H -0.678 -5.333 -2.119
H 4.230 -4.069 -0.731
H 4.217 -6.313 -0.038
H 0.219 -1.890 -1.669
C -4.361 -4.758 2.857
C -3.396 -5.492 1.956
C -2.417 -4.828 1.181
O -1.742 -5.473 0.424
C -2.279 -3.355 1.244
C -3.185 -2.529 2.255
C -4.279 -3.303 3.005
O -5.142 -2.671 3.632
O -3.010 -1.243 2.624
O -3.423 -6.856 1.901
H -4.924 -5.123 3.565
H -1.548 -2.590 0.634
H -2.187 -0.901 2.306
H -2.888 -7.179 1.150
C 0.730 5.310 4.093
C 1.000 4.151 3.184
C 2.306 3.994 2.579
O 2.494 3.164 1.700
C 3.408 4.896 3.044
C 3.125 6.015 4.052
C 1.813 6.281 4.530
O 1.508 7.156 5.340
O 4.084 6.947 4.238
O -0.018 3.299 2.685
H -0.253 5.530 4.288
H 4.369 4.651 2.655
H 4.904 6.671 3.959
H 0.277 2.813 1.826
C -5.608 -2.944 -1.605
C -5.950 -1.492 -1.969
O -7.138 -1.083 -2.303
C -4.872 -0.521 -1.827
H -5.415 -3.004 -0.514
H -4.932 -3.573 -2.213
H -6.684 -3.508 -1.582
H -3.934 -0.551 -2.459
H -4.677 -0.787 -0.869
H -5.305 0.462 -2.010
C -3.160 2.488 2.814
C -4.581 2.864 2.280
O -5.169 3.944 2.485
C -5.242 1.897 1.295
H -3.187 1.646 3.562
H -2.577 3.368 3.317
H -2.388 2.370 2.070
H -4.780 0.934 1.701
H -4.883 1.836 0.319
H -6.373 1.957 1.430
C -0.069 -0.866 4.258
C 0.610 -0.598 5.580
O 0.875 -1.586 6.356
C 0.771 0.812 5.956
H -0.926 -0.269 4.072
H -0.089 -1.988 4.131
H 0.634 -0.555 3.612
H 0.875 1.666 5.221
H 1.612 0.933 6.613
H 0.039 1.266 6.554
C 5.177 0.839 1.635
C 4.704 -0.510 1.090
O 5.459 -1.278 0.554
C 3.335 -1.016 1.577
H 5.097 0.899 2.682
H 4.637 1.648 1.042
H 6.188 1.090 1.611
H 3.207 -0.979 2.647
H 3.503 -1.985 1.594
H 2.572 -0.714 0.791
```

***

# 3
Entry from OMol25: one molecule with the formula C6H9N3OS (wB97M-V/def2-TZVPD).

As for the largest force on an atom: 4.47 eV/Å. For the energy relative to the best compared isomer or geometry (same formula, charge and spin), the calculation gives 60.98 kcal/mol. The frontier orbital gap is 9.396 eV. The HOMO energy is -8.88 eV. The SMILES is S=c1[nH]nc([C@H]2CCCN2)o1.

The geometry in XYZ format:
```
20
C6H9N3OS, DFT wB97M-V/def2-TZVPD
S -4.711 -0.578 -0.029
C -3.151 -0.071 0.016
N -2.669 1.155 0.634
N -1.394 1.369 0.067
C -1.031 0.246 -0.456
C 0.350 -0.227 -0.936
C 1.640 0.687 -0.948
C 2.008 0.516 0.556
C 1.580 -1.007 1.000
N 0.872 -1.477 -0.195
O -2.085 -0.693 -0.457
H -3.395 2.069 0.482
H 0.222 -0.540 -1.886
H 1.242 1.656 -1.237
H 2.350 0.222 -1.820
H 1.601 1.203 1.358
H 3.061 0.465 0.686
H 0.849 -1.095 2.020
H 2.464 -1.741 1.299
H 0.197 -2.161 -0.154
```

***

# 4
Entry from OMol25: one molecule with the formula C7H6N2S2 (wB97M-V/def2-TZVPD).

As for the largest force on an atom: 4.32 eV/Å. For the energy relative to the best compared isomer or geometry (same formula, charge and spin), the calculation gives 116.81 kcal/mol. The frontier orbital gap is 6.559 eV. The HOMO energy is -7.83 eV.

The geometry in XYZ format:
```
17
C7H6N2S2, DFT wB97M-V/def2-TZVPD
C 2.356 -0.058 -1.157
C 1.459 -0.576 -0.326
C -0.916 -0.295 -1.138
C 1.069 0.959 1.603
C -0.149 0.483 2.498
C -0.186 -0.686 1.462
C -1.516 -0.358 -2.420
N 3.153 0.280 -1.958
N 0.999 -0.192 0.792
S 1.820 2.376 1.500
S -1.654 -0.765 0.218
H 0.084 0.132 3.457
H -0.974 1.219 2.444
H -0.235 -1.817 1.724
H -0.878 -0.534 -3.327
H -1.899 0.630 -2.669
H -2.534 -0.799 -2.703
```

***

# 5
Entry from OMol25: one molecule with the formula C43H74N2O14 (wB97M-V/def2-TZVPD).

As for the largest force on an atom: 0.86 eV/Å. For the energy relative to the best compared isomer or geometry (same formula, charge and spin), the calculation gives 16.92 kcal/mol. The frontier orbital gap is 8.875 eV. The HOMO energy is -8.29 eV.

The geometry in XYZ format:
```
133
C43H74N2O14, DFT wB97M-V/def2-TZVPD
C -1.495 -3.118 2.739
H -0.978 -4.050 2.990
O -1.470 -2.901 1.342
C -0.185 -2.788 0.784
H 0.499 -3.493 1.286
C -0.295 -3.262 -0.684
O -1.359 -2.686 -1.375
H -2.171 -2.874 -0.879
H 0.613 -2.971 -1.222
C -0.427 -4.804 -0.694
C -1.573 -5.246 0.195
O -1.441 -5.867 1.217
O -2.746 -4.889 -0.331
C -3.941 -5.223 0.387
C -4.452 -6.576 -0.096
H -3.691 -7.336 0.068
H -4.683 -6.532 -1.158
H -5.347 -6.856 0.453
C -4.954 -4.097 0.134
C -4.597 -2.864 0.901
C -4.190 -1.685 0.424
C -4.081 -1.318 -0.970
C -3.614 -0.167 -1.460
C -3.069 0.999 -0.695
H -3.138 0.826 0.384
C -1.601 1.317 -1.070
C -1.472 1.630 -2.561
H -2.272 2.299 -2.869
H -0.518 2.112 -2.762
H -1.524 0.719 -3.152
H -1.335 2.232 -0.527
C -0.628 0.191 -0.710
H -0.919 -0.697 -1.267
H 0.361 0.494 -1.055
C -0.516 -0.183 0.772
H -1.487 -0.517 1.146
C -0.047 1.024 1.597
C -0.085 0.860 3.081
O -0.452 -0.104 3.695
H 0.273 1.762 3.618
H -0.673 1.893 1.379
H 0.976 1.299 1.317
C 0.444 -1.377 0.998
H 0.732 -1.350 2.058
O 1.635 -1.352 0.220
C 2.758 -0.716 0.782
O 2.861 0.625 0.416
C 3.135 0.843 -0.965
C 3.081 2.342 -1.216
H 3.867 2.849 -0.665
H 3.197 2.540 -2.278
H 2.119 2.727 -0.887
H 2.354 0.347 -1.563
C 4.469 0.170 -1.353
H 4.658 0.338 -2.423
O 5.574 0.626 -0.599
C 6.284 1.754 -1.067
O 6.060 2.887 -0.283
C 6.415 2.772 1.099
C 5.186 2.534 1.971
H 5.510 2.404 3.000
H 4.516 3.387 1.909
H 4.655 1.646 1.638
C 7.465 1.679 1.319
O 8.086 1.882 2.563
H 8.944 1.436 2.521
H 6.958 0.698 1.315
C 8.507 1.681 0.179
C 9.267 3.007 0.129
H 8.630 3.789 -0.271
H 9.599 3.285 1.125
H 10.139 2.885 -0.508
C 7.785 1.411 -1.154
H 7.875 0.360 -1.431
H 8.242 2.008 -1.943
O 9.477 0.684 0.466
H 9.053 -0.183 0.457
H 6.864 3.735 1.368
H 5.918 2.032 -2.066
C 4.288 -1.348 -1.116
N 5.392 -2.115 -1.669
C 6.537 -2.270 -0.792
H 6.771 -1.309 -0.346
H 7.384 -2.605 -1.394
H 6.361 -3.004 0.006
C 4.989 -3.401 -2.208
H 4.673 -4.111 -1.431
H 4.174 -3.260 -2.917
H 5.838 -3.827 -2.741
H 3.387 -1.643 -1.666
C 3.996 -1.551 0.386
O 3.773 -2.896 0.719
H 2.891 -3.121 0.393
H 4.848 -1.212 0.978
H 2.672 -0.705 1.880
O -3.892 2.132 -1.012
C -4.031 3.065 0.022
C -4.608 4.348 -0.581
C -6.083 4.155 -0.910
H -6.175 3.392 -1.682
H -6.505 5.088 -1.287
C -6.805 3.730 0.375
N -8.259 3.612 0.300
C -8.816 3.331 -1.007
H -8.798 4.201 -1.682
H -9.857 3.030 -0.874
H -8.283 2.512 -1.478
C -8.952 4.722 0.919
H -8.611 4.837 1.946
H -8.805 5.676 0.387
H -10.019 4.503 0.935
H -6.580 4.497 1.127
C -6.181 2.425 0.924
C -6.532 1.174 0.124
H -6.063 0.308 0.585
H -6.177 1.242 -0.900
H -7.609 1.038 0.140
O -4.773 2.585 1.111
H -6.550 2.284 1.947
H -4.037 4.590 -1.478
H -4.487 5.155 0.145
H -3.045 3.285 0.469
H -3.644 -0.008 -2.528
H -4.435 -2.050 -1.684
H -3.948 -0.916 1.143
H -4.668 -2.986 1.974
H -5.935 -4.450 0.464
H -4.996 -3.912 -0.938
H -3.689 -5.283 1.453
H -0.634 -5.116 -1.718
H 0.491 -5.274 -0.341
H -2.546 -3.205 3.006
H -1.053 -2.284 3.287
```